An isolated ion of composition C3H7N2S and charge +1, computed with ωB97M-V with the def2-TZVPD basis set.

Last column: natural (NBO) charge in e.
Positions of all 13 atoms, in Å:
C: 0.55 -0.52 0.99  -0.288
C: -0.29 0.73 0.68  -0.142
C: -0.70 -0.67 -0.92  0.109
N: 0.21 -1.31 -0.26  -0.519
N: 0.13 1.14 -0.65  -0.779
S: -1.94 -0.02 0.15  0.311
H: 1.69 -0.34 1.20  0.258
H: 0.33 -1.15 1.89  0.265
H: -0.52 1.49 1.38  0.257
H: -0.82 -1.11 -1.87  0.254
H: 0.95 -1.78 -0.76  0.427
H: -0.59 1.88 -0.95  0.418
H: 1.01 1.65 -0.88  0.429

The total charge is +1. The calculation puts the total energy at -625.8745 Eh. The value obtained for the gap between HOMO and LUMO is 9.849 eV. Its highest occupied orbital energy is -14.333 eV. The relative energy (zero: lowest compared OMol25 entry of this formula, charge and spin) comes out at 256.5 kJ/mol.